C23H52LuO3P4S | ωB97M-V/def2-TZVPD

Each line ends with the Löwdin charge.
Cartesian coordinates (Å):
1 Lu 0.2193 0.0248 -0.2029  1.02
2 P -2.5313 0.0339 -0.0053  0.72
3 P 0.2014 -2.8694 -0.7027  0.67
4 P -1.0729 -0.1835 -3.0857  0.74
5 H 0.7413 4.6407 2.3769  0.06
6 C 0.8344 4.7560 1.2992  -0.04
7 C -0.1274 4.2972 0.5015  -0.11
8 H -0.9701 3.7566 0.9529  0.03
9 C -3.0474 0.3342 1.7239  -0.26
10 C -3.3417 -1.5911 -0.2669  -0.23
11 C -3.6426 1.2613 -0.7869  -0.24
12 C 1.9178 -3.3206 -1.1790  -0.26
13 C -0.0948 -4.1131 0.6217  -0.28
14 C -0.7558 -3.6608 -2.0392  -0.27
15 C -1.4247 1.5521 -3.5901  -0.26
16 C -2.6401 -1.0010 -3.6258  -0.27
17 C -0.0194 -0.6824 -4.5154  -0.26
18 H 1.6577 5.3972 0.9545  0.07
19 H -0.1423 4.4118 -0.5915  0.05
20 H -3.0902 1.4172 1.9095  0.06
21 H -2.3490 -0.1332 2.4279  0.00
22 H -4.0479 -0.0972 1.8732  0.07
23 H -2.6760 -2.3925 0.0830  0.02
24 H -3.5686 -1.7673 -1.3245  0.03
25 H -4.2721 -1.6132 0.3179  0.07
26 H -3.1880 2.2568 -0.6970  0.06
27 H -4.5888 1.2554 -0.2279  0.08
28 H -3.8381 1.0584 -1.8438  0.03
29 H 2.0369 -4.3946 -1.3592  0.08
30 H 2.5826 -3.0090 -0.3670  0.03
31 H 2.1788 -2.7634 -2.0847  0.04
32 H -0.1339 -5.1170 0.1775  0.07
33 H -1.0445 -3.8906 1.1215  0.04
34 H 0.7048 -4.0677 1.3718  0.04
35 H -0.5960 -4.7506 -2.0174  0.07
36 H -0.4513 -3.2667 -3.0148  0.04
37 H -1.8225 -3.4563 -1.8980  0.03
38 H -1.1292 1.6858 -4.6375  0.06
39 H -0.8394 2.2360 -2.9647  0.02
40 H -2.4885 1.7907 -3.4767  0.04
41 H -2.7808 -0.8377 -4.7010  0.08
42 H -3.5133 -0.6086 -3.0968  0.02
43 H -2.5900 -2.0813 -3.4486  0.03
44 H 0.1837 0.1793 -5.1587  0.05
45 H -0.5108 -1.4682 -5.0999  0.06
46 H 0.9280 -1.0642 -4.1305  0.02
47 C 2.7491 2.5792 -2.1940  -0.52
48 C 3.6241 1.9653 -3.1251  -0.07
49 C 4.1838 2.7274 -4.1614  -0.04
50 C 3.9121 4.1002 -4.2619  -0.02
51 C 3.1561 4.7341 -3.2724  -0.03
52 C 2.6071 3.9810 -2.2330  -0.10
53 S 1.7668 1.7671 -0.9299  0.78
54 H 2.0527 0.2855 -0.8427  -0.07
55 H 3.8368 0.8994 -3.0511  0.11
56 H 4.8250 2.2772 -4.9238  0.13
57 H 4.2887 4.6826 -5.1055  0.13
58 H 2.9580 5.8099 -3.2978  0.13
59 H 2.0024 4.4473 -1.4538  0.08
60 C 3.7040 -1.5113 4.2253  -0.05
61 C 2.9710 -1.2518 2.9371  -0.22
62 O 1.5674 -1.6745 3.2614  -0.31
63 P 0.3667 -1.4765 2.2175  0.87
64 O -0.9711 -1.5701 3.1532  -0.34
65 C -0.9947 -2.3213 4.4168  -0.23
66 C -2.4335 -2.3645 4.8492  -0.06
67 O 0.4701 0.3200 1.9105  -0.60
68 C 0.7169 1.3626 3.0360  -0.16
69 C -0.6001 1.9391 3.4500  -0.06
70 H 3.2936 -0.8775 5.0227  0.10
71 H 4.7622 -1.2647 4.1150  0.10
72 H 3.5957 -2.5635 4.5145  0.10
73 H 2.9592 -0.1861 2.6786  0.10
74 H 3.3471 -1.8563 2.0965  0.12
75 H -0.5998 -3.3302 4.2424  0.13
76 H -0.3939 -1.7784 5.1514  0.13
77 H -3.0649 -2.8163 4.0771  0.09
78 H -2.5192 -2.9637 5.7582  0.10
79 H -2.8111 -1.3626 5.0759  0.09
80 H 1.2337 0.8101 3.8252  0.12
81 H 1.3987 2.0881 2.5820  0.11
82 H -1.0884 2.4361 2.6080  0.05
83 H -1.2505 1.1451 3.8158  0.07
84 H -0.4795 2.6677 4.2594  0.12

The calculation puts the LUMO energy at -10.208 eV. The gap between HOMO and LUMO is 6.8 eV. Its total energy is -112423.774 eV. As for the HOMO energy: -0.624 hartree. Its energy above the lowest of the compared OMol25 structures with the same formula, charge and spin is 0.6447 eV. Its net charge is +3.